Formula: C22H56AsF6MgN4O20
Source: the Open Molecules 2025 dataset
Level of theory: ωB97M-V/def2-TZVPD

The total charge is -1. The relative energy (zero: lowest compared OMol25 entry of this formula, charge and spin) comes out at 0.000 eV. The value obtained for the HOMO energy is -6.70 eV.

Geometry (Å):
Mg -15.34 19.65 4.53
N -15.91 22.79 4.57
O -15.95 21.52 4.46
O -15.07 23.35 5.30
O -16.67 23.47 3.86
N -18.25 18.19 4.61
O -17.20 18.94 4.45
O -19.33 18.70 4.89
O -18.14 16.95 4.48
As -11.86 20.87 4.15
F -11.85 19.78 2.81
F -13.51 20.32 4.50
F -11.92 21.90 5.51
F -10.27 21.37 3.78
F -12.54 22.08 3.16
F -11.34 19.58 5.17
C -12.92 24.35 8.72
N -11.91 23.67 9.57
O -10.78 24.04 9.51
O -12.31 22.79 10.30
H -12.41 24.98 8.01
H -13.55 24.91 9.40
H -13.49 23.56 8.23
C -15.80 26.42 6.28
N -14.81 26.76 7.35
O -13.68 27.06 7.02
O -15.25 26.93 8.48
H -15.27 25.99 5.44
H -16.21 27.37 5.97
H -16.56 25.73 6.62
C -15.62 27.69 2.71
O -14.49 27.28 3.40
C -13.86 26.20 2.77
C -12.83 25.59 3.67
O -11.56 26.15 3.59
C -11.52 27.46 4.10
H -15.39 27.79 1.64
H -15.94 28.66 3.08
H -16.43 26.96 2.80
H -13.35 26.52 1.85
H -14.54 25.42 2.41
H -12.74 24.53 3.40
H -13.22 25.52 4.70
H -10.49 27.81 4.14
H -11.95 27.47 5.10
H -12.06 28.12 3.41
C -15.43 20.56 1.55
O -15.25 19.52 2.49
C -14.65 18.35 2.00
C -14.70 17.24 3.07
O -14.67 17.77 4.36
C -14.86 16.77 5.34
H -16.34 21.09 1.83
H -15.53 20.15 0.54
H -14.60 21.27 1.60
H -13.59 18.52 1.76
H -15.17 18.06 1.08
H -13.83 16.59 2.90
H -15.58 16.60 2.92
H -14.16 15.94 5.17
H -15.86 16.34 5.25
H -14.71 17.19 6.32
C -19.16 25.74 4.68
O -20.38 25.78 5.38
C -20.45 26.76 6.38
C -20.01 26.26 7.73
O -20.79 25.13 8.08
C -20.27 24.43 9.16
H -18.29 25.45 5.29
H -18.93 26.78 4.36
H -19.26 25.11 3.81
H -21.50 27.07 6.43
H -19.83 27.63 6.12
H -20.21 27.09 8.44
H -18.94 26.03 7.77
H -19.43 23.79 8.86
H -21.05 23.76 9.51
H -19.96 25.08 10.00
C -16.26 20.04 11.69
O -17.50 19.97 11.03
C -18.33 21.12 11.15
C -17.85 22.37 10.45
O -17.83 22.22 9.07
C -17.37 23.35 8.41
H -15.90 19.03 11.83
H -16.35 20.56 12.66
H -15.54 20.66 11.13
H -18.55 21.32 12.21
H -19.25 20.83 10.64
H -16.87 22.72 10.82
H -18.55 23.19 10.73
H -16.34 23.59 8.75
H -17.91 24.28 8.70
H -17.38 23.24 7.33
C -17.38 16.69 7.91
O -17.14 17.93 7.28
C -16.85 19.00 8.15
C -16.25 20.09 7.31
O -15.10 19.62 6.56
C -13.94 19.56 7.37
H -16.53 16.32 8.51
H -17.58 16.00 7.08
H -18.26 16.69 8.56
H -16.17 18.79 9.00
H -17.76 19.34 8.67
H -15.97 20.97 7.88
H -17.02 20.40 6.60
H -13.15 19.06 6.81
H -14.12 19.04 8.31
H -13.61 20.57 7.59

---

Formula: C22H57N3NbO8
Source: the Open Molecules 2025 dataset
Level of theory: ωB97M-V/def2-TZVPD

The total charge is -1. The relative energy (zero: lowest compared OMol25 entry of this formula, charge and spin) comes out at 0.000 eV. The value obtained for the HOMO energy is -4.84 eV.

Geometry (Å):
C 6.18 1.56 1.21
C 5.58 1.07 -0.08
O 6.01 0.04 -0.59
O 4.57 1.70 -0.66
C 4.20 3.02 -0.22
C 3.26 3.04 0.97
Nb 1.28 1.91 0.64
H 7.25 1.56 1.07
H 5.95 0.83 1.96
H 5.86 2.54 1.54
H 5.09 3.62 -0.05
H 3.70 3.47 -1.07
H 2.94 4.06 1.12
H 3.80 2.68 1.84
H 0.29 3.47 0.49
H 1.45 1.85 -1.19
H 2.36 0.43 0.77
H 1.03 1.97 2.48
H -0.08 0.69 0.59
C 9.94 -2.60 -6.31
O 9.81 -3.18 -5.03
C 10.00 -2.28 -3.94
C 8.70 -1.90 -3.25
N 7.88 -1.03 -4.08
C 6.50 -0.83 -3.61
C 5.61 -2.03 -3.36
O 5.18 -2.72 -4.52
C 6.13 -3.59 -5.10
H 10.03 -3.42 -7.02
H 9.06 -2.01 -6.59
H 10.83 -1.97 -6.37
H 10.55 -1.39 -4.27
H 10.62 -2.81 -3.21
H 8.95 -1.37 -2.33
H 8.19 -2.83 -2.97
H 7.86 -1.38 -5.02
H 6.01 -0.19 -4.35
H 6.55 -0.25 -2.68
H 4.70 -1.65 -2.89
H 6.05 -2.74 -2.64
H 6.72 -4.11 -4.34
H 6.80 -3.07 -5.79
H 5.58 -4.34 -5.68
C -6.27 3.93 3.48
O -6.59 3.04 2.44
C -7.00 3.64 1.22
C -5.92 3.61 0.16
N -4.83 4.52 0.46
C -3.63 4.37 -0.36
C -2.92 3.02 -0.45
O -2.24 2.63 0.71
C -3.02 2.08 1.74
H -6.25 3.36 4.41
H -5.29 4.39 3.35
H -7.03 4.72 3.58
H -7.35 4.66 1.40
H -7.85 3.06 0.86
H -6.38 3.91 -0.79
H -5.59 2.57 0.05
H -4.57 4.42 1.43
H -2.90 5.09 0.02
H -3.88 4.69 -1.38
H -2.14 3.13 -1.21
H -3.58 2.22 -0.81
H -3.83 1.45 1.35
H -3.43 2.85 2.40
H -2.36 1.46 2.34
C -6.57 -0.08 2.82
O -7.35 -1.14 2.30
C -6.83 -1.74 1.13
C -6.22 -3.10 1.39
N -4.98 -3.01 2.14
C -4.46 -4.26 2.69
C -5.34 -5.11 3.60
O -5.58 -4.58 4.89
C -6.55 -3.55 4.95
H -7.19 0.47 3.53
H -5.68 -0.44 3.36
H -6.25 0.61 2.04
H -6.11 -1.08 0.64
H -7.67 -1.88 0.44
H -6.01 -3.59 0.43
H -6.98 -3.70 1.91
H -5.08 -2.34 2.89
H -3.55 -4.01 3.25
H -4.14 -4.88 1.85
H -4.81 -6.04 3.77
H -6.29 -5.38 3.12
H -7.39 -3.74 4.27
H -6.12 -2.57 4.74
H -6.93 -3.53 5.97

---

Formula: C22H57N3O10
Source: the Open Molecules 2025 dataset
Level of theory: ωB97M-V/def2-TZVPD

Its SMILES is COCCNCCOC.COCCNCCOC.COCCNCCOC.OCCO.OCCO. The relative energy (zero: lowest compared OMol25 entry of this formula, charge and spin) comes out at 4.752 eV. The value obtained for the HOMO energy is -8.54 eV.

Geometry (Å):
C 0.25 3.61 1.34
C -0.74 3.01 2.36
O -2.05 3.28 1.90
O 1.63 3.31 1.66
H 0.11 4.69 1.31
H 0.07 3.16 0.37
H -0.53 3.42 3.34
H -0.61 1.93 2.35
H -2.56 3.08 2.68
H 2.18 3.93 2.13
C -3.56 7.40 4.83
C -2.77 7.21 6.13
O -1.92 8.35 5.98
O -2.61 7.46 3.69
H -4.09 8.35 4.80
H -4.44 6.76 4.76
H -2.26 6.25 6.08
H -3.23 7.40 7.10
H -1.69 8.25 5.06
H -2.83 6.79 3.04
C -1.31 -8.97 -6.62
O -1.03 -7.70 -6.01
C -1.24 -6.64 -6.88
C -1.57 -5.29 -6.21
N -0.50 -4.94 -5.34
C -0.84 -3.91 -4.35
C -1.65 -2.71 -4.76
O -1.72 -1.81 -3.62
C -2.62 -0.69 -3.77
H -0.73 -9.66 -6.01
H -0.85 -8.93 -7.61
H -2.36 -9.25 -6.70
H -2.04 -6.80 -7.59
H -0.49 -6.53 -7.66
H -2.40 -5.68 -5.61
H -1.95 -4.56 -6.92
H -0.31 -5.78 -4.81
H 0.11 -3.46 -4.07
H -1.18 -4.26 -3.37
H -2.58 -3.22 -5.01
H -1.34 -2.18 -5.65
H -2.81 -0.22 -2.81
H -3.55 -1.01 -4.25
H -2.25 0.09 -4.44
C 6.08 6.23 0.19
O 5.95 5.04 0.70
C 7.15 4.25 0.79
C 7.30 3.44 -0.49
N 6.30 2.44 -0.76
C 6.32 1.85 -2.04
C 7.73 1.10 -2.22
O 8.11 -0.05 -1.48
C 9.41 -0.17 -0.98
H 6.44 6.12 -0.84
H 6.89 6.79 0.66
H 5.12 6.74 0.16
H 6.96 3.57 1.61
H 8.06 4.78 1.06
H 8.32 3.09 -0.37
H 7.35 4.14 -1.33
H 5.35 2.72 -0.56
H 5.95 2.44 -2.88
H 5.60 1.04 -2.10
H 8.56 1.77 -2.47
H 7.58 0.82 -3.27
H 10.06 0.20 -1.77
H 9.69 -1.17 -0.64
H 9.53 0.49 -0.12
C -3.47 -6.00 2.68
O -4.12 -5.42 1.55
C -4.68 -4.15 1.64
C -3.69 -3.07 1.96
N -4.32 -1.71 1.85
C -5.55 -1.36 2.68
C -5.29 -1.11 4.15
O -4.58 0.09 4.57
C -4.43 0.26 5.98
H -3.94 -6.10 3.66
H -2.53 -5.48 2.84
H -3.24 -7.06 2.60
H -5.45 -4.23 2.41
H -5.23 -3.93 0.73
H -2.84 -3.12 1.28
H -3.26 -3.17 2.96
H -3.70 -0.92 1.90
H -6.27 -2.15 2.46
H -6.00 -0.49 2.21
H -4.86 -2.00 4.60
H -6.30 -1.12 4.56
H -5.38 0.42 6.50
H -3.89 1.20 6.01
H -3.95 -0.56 6.51

---

Number 1: Kohn-Sham gap 0.316 Eh, electronic energy -153213.603 eV. Number 2: Kohn-Sham gap 0.263 Eh, electronic energy -46128.466 eV. Number 3: Kohn-Sham gap 0.323 Eh, electronic energy -48673.404 eV.